# 1
Formula: FH3N3P3
Source: the OMol25 dataset
Level of theory: the ωB97M-V functional and the def2-TZVPD basis

Properties
ΔE to the lowest compared entry with this formula, charge and spin   3.754 eV
Charge   0
LUMO energy   -0.520 eV
Total energy   -1289.88001 Eh

CARTESIAN COORDINATES (ANGSTROEM)
N: -1.831958 0.668089 0.256045
N: -0.466534 -1.131336 -1.126183
N: 0.764218 1.108088 0.411190
F: 0.325914 2.226660 -0.380057
P: -1.905649 -0.247040 -1.027123
P: -0.775204 0.740619 1.446456
P: 1.456501 0.100536 -0.642978
H: -0.263487 -1.735784 -1.986225
H: -0.861530 2.127164 1.546631
H: 1.682934 -0.584860 0.481673

Forces on atoms 1 to 3 (eV/Å):
-1.55 -1.21 -1.67
1.29 0.85 -0.72
-1.03 1.57 0.50


# 2
Formula: FH3NOPS
Source: the OMol25 dataset
Level of theory: the ωB97M-V functional and the def2-TZVPD basis

Properties
ΔE to the lowest compared entry with this formula, charge and spin   0.761 eV
Charge   0
SMILES   N[P@@](O)(F)=S
LUMO energy   0.382 eV
Total energy   -971.28550 Eh

CARTESIAN COORDINATES (ANGSTROEM)
N: 0.730295 -0.356343 -0.361298
O: -1.506500 0.373811 0.632342
F: 0.447307 -0.847152 1.998724
P: 0.247040 0.423337 0.973157
S: 0.895161 2.086564 1.708666
H: 1.422976 -1.147842 -0.213264
H: 0.933777 0.216542 -1.090995
H: -1.531289 0.026103 -0.299939

Forces on atoms 1 to 3 (eV/Å):
1.40 -3.43 1.68
3.55 0.04 -0.22
-0.45 1.69 -1.26


# 3
Formula: FH3O3P
Source: the OMol25 dataset
Level of theory: the ωB97M-V functional and the def2-TZVPD basis

Properties
ΔE to the lowest compared entry with this formula, charge and spin   2.478 eV
Charge   +1
LUMO energy (spin up / spin down)   -5.536 / -11.855 eV
Total energy   -668.26273 Eh
Spin multiplicity   3

CARTESIAN COORDINATES (ANGSTROEM)
O: -3.515086 0.810841 -0.105562
O: -0.974248 0.784942 -0.290426
O: -2.070129 -1.456677 0.251108
F: 1.983011 1.163569 0.049216
P: -2.325880 0.071419 -0.010318
H: 2.809118 1.598772 0.232498
H: -0.020948 0.940243 -0.556541
H: -2.790906 -2.045276 0.449408

Forces on atoms 1 to 3 (eV/Å):
-9.78 6.09 -2.21
-0.68 -0.09 -0.50
0.47 0.17 -1.14


# 4
Formula: FH3OSi
Source: the OMol25 dataset
Level of theory: the ωB97M-V functional and the def2-TZVPD basis

Properties
ΔE to the lowest compared entry with this formula, charge and spin   1.492 eV
Charge   0
SMILES   O[SiH2]F
LUMO energy   0.629 eV
Total energy   -466.43563 Eh

CARTESIAN COORDINATES (ANGSTROEM)
O: 1.090393 0.967238 -0.178670
F: -1.488165 0.038488 -0.588614
Si: -0.200995 -0.535175 0.200842
H: 0.720965 1.761400 -0.586378
H: 0.405499 -1.648282 -0.602684
H: -0.527697 -0.583668 1.755506

Forces on atoms 1 to 3 (eV/Å):
-2.14 -3.36 1.14
0.23 -0.68 0.54
2.18 4.41 -0.73


# 5
Formula: FH3S
Source: the OMol25 dataset
Level of theory: the ωB97M-V functional and the def2-TZVPD basis

Properties
ΔE to the lowest compared entry with this formula, charge and spin   0.185 eV
Charge   0
SMILES   F.S
LUMO energy   0.577 eV
Total energy   -499.83309 Eh

CARTESIAN COORDINATES (ANGSTROEM)
H: 2.327544 0.539322 0.252640
H: 0.467887 1.032857 -0.045370
H: -1.511309 0.471225 -0.219499
F: -2.243051 -0.045029 0.029622
S: 1.181459 -0.102384 -0.015898

Forces on atoms 1 to 3 (eV/Å):
-0.11 0.08 -0.03
0.20 0.09 0.05
-0.37 -0.23 0.08


# 6
Formula: FH3S
Source: the OMol25 dataset
Level of theory: the ωB97M-V functional and the def2-TZVPD basis

Properties
ΔE to the lowest compared entry with this formula, charge and spin   2.286 eV
Charge   0
LUMO energy   0.519 eV
Total energy   -499.75588 Eh

CARTESIAN COORDINATES (ANGSTROEM)
H: 0.128398 -1.320256 0.611139
H: 0.365572 -0.762106 -1.067257
H: 0.772854 1.125758 -1.314485
F: -0.035051 -0.607628 1.183833
S: -0.059460 0.401579 -0.555244

Forces on atoms 1 to 3 (eV/Å):
0.16 -0.41 0.73
0.22 0.18 -0.15
-0.25 -0.14 -0.99


# 7
Formula: FH5N3P
Source: the OMol25 dataset
Level of theory: the ωB97M-V functional and the def2-TZVPD basis

Properties
ΔE to the lowest compared entry with this formula, charge and spin   0.462 eV
Charge   0
SMILES   N=P(N)(N)F
LUMO energy   0.769 eV
Total energy   -608.52685 Eh

CARTESIAN COORDINATES (ANGSTROEM)
N: -1.198823 -0.856102 0.965354
N: 0.379308 -0.803490 -1.243626
N: 0.870028 1.149288 0.827099
F: -1.002468 1.112804 -0.921160
P: -0.345800 0.005533 0.024108
H: -1.704657 -0.168816 1.684454
H: -0.387576 -0.676803 -1.814564
H: 0.420626 -1.849180 -1.041859
H: 1.563108 1.621246 0.104350
H: 1.406252 0.465518 1.415845

Forces on atoms 1 to 3 (eV/Å):
-1.50 2.21 1.87
1.32 -2.33 2.36
0.08 -1.90 -2.19


# 8
Formula: FHOS
Source: the OMol25 dataset
Level of theory: the ωB97M-V functional and the def2-TZVPD basis

Properties
ΔE to the lowest compared entry with this formula, charge and spin   1.227 eV
Charge   0
SMILES   O=S.F
LUMO energy   -2.683 eV
Total energy   -573.79734 Eh

CARTESIAN COORDINATES (ANGSTROEM)
H: -1.903298 -0.287544 0.621653
O: 0.167077 0.579797 0.014345
F: -2.515876 -0.139756 -0.062531
S: 1.450598 -0.193314 -0.010852

Forces on atoms 1 to 3 (eV/Å):
-0.05 0.19 -0.32
0.91 -0.54 0.09
-0.02 -0.16 0.24


# 9
Formula: FNO3PtS2
Source: the OMol25 dataset
Level of theory: the ωB97M-V functional and the def2-TZVPD basis

Properties
ΔE to the lowest compared entry with this formula, charge and spin   0.000 eV
Charge   0
LUMO energy (spin up / spin down)   -1.875 / -3.382 eV
Total energy   -1295.81942 Eh
Spin multiplicity   3

CARTESIAN COORDINATES (ANGSTROEM)
Pt: -0.042459 0.128155 1.834293
F: 0.434396 1.842869 2.040474
N: -0.266702 0.201767 -1.259088
S: -1.293508 -1.050065 -0.594178
O: -0.772043 -2.269915 -1.267035
O: -0.839681 -1.095497 0.906753
S: 1.006477 0.592839 -0.490636
O: 1.773520 1.649847 -1.170582

Forces on atoms 1 to 3 (eV/Å):
1.89 1.60 2.79
1.20 3.88 1.44
0.41 -0.04 0.98


# 10
Formula: FNO3S
Source: the OMol25 dataset
Level of theory: the ωB97M-V functional and the def2-TZVPD basis

Properties
ΔE to the lowest compared entry with this formula, charge and spin   5.332 eV
Charge   0
LUMO energy (spin up / spin down)   -1.878 / -1.896 eV
Total energy   -778.22005 Eh

CARTESIAN COORDINATES (ANGSTROEM)
N: -0.628465 -0.669168 0.272985
O: 0.304406 0.187155 -0.513952
O: -1.804445 -0.343722 0.251894
O: -2.228247 0.795639 -0.187378
F: 2.732027 -0.619875 0.017460
S: 1.624724 0.649973 0.158992

Forces on atoms 1 to 3 (eV/Å):
1.83 -1.20 0.11
-2.81 -0.56 -0.66
0.07 0.99 0.02